No. 1
148
Properties=species:S:1:pos:R:3 method="wB97M-V/def2-TZVPD" largest_force_ev_per_a=1.2 lumo_energy_ev="-1.64 / -1.64" de_lowest_kj_mol=0.0 gap_ev="4.36 / 4.02" total_charge=0
H -0.94 4.42 6.33
C 0.68 -2.65 3.72
H 3.21 -3.31 3.23
H 1.25 3.69 7.31
H 1.08 6.33 -0.06
H 0.53 7.84 -0.82
C 0.20 6.89 -0.39
C 4.89 0.04 0.83
C 0.32 -3.35 -0.47
C 2.10 4.71 -6.21
C 4.19 -1.05 -1.27
H -5.25 4.71 -1.05
C 0.37 3.25 -5.57
H -4.89 4.71 1.43
C 3.24 -1.42 -2.43
O 0.84 4.14 -6.48
H -0.16 4.54 4.75
H 1.56 -1.90 6.12
C -0.14 3.87 -0.32
C 1.91 -1.75 3.95
C -4.41 3.04 0.11
H -1.99 -1.56 -3.19
H 8.96 0.61 3.35
C -0.87 2.65 -5.89
C 1.03 2.94 -4.41
C -2.36 -3.57 -0.19
C 5.99 -0.81 0.93
H -1.64 3.58 4.94
H -2.52 -0.56 -4.55
H 3.12 -1.18 5.68
H 2.88 3.95 -6.12
Ca 0.90 0.15 -0.86
H 1.37 0.25 5.73
H -0.91 2.42 7.67
H -3.35 -0.47 -2.97
N 7.22 0.03 4.34
H 7.98 2.83 6.76
H 7.93 2.66 4.36
H 7.24 -3.46 0.52
H 5.95 2.10 5.77
O -2.32 1.83 1.74
O 1.30 -0.68 1.34
C 3.05 -2.25 3.05
H -3.44 -3.60 -0.08
H -1.63 -6.76 0.05
H 7.58 -1.51 2.24
H -4.53 3.19 2.28
C 7.37 -2.58 -0.11
C 0.49 2.02 -3.45
H 8.54 1.31 6.90
C -2.45 4.47 -0.63
C -1.61 -4.74 -0.25
H 1.16 5.18 -2.36
N 7.96 1.91 6.33
O 1.15 1.78 -2.39
C -1.39 1.74 -5.03
H -2.34 1.29 -5.28
N 6.23 -1.69 -0.13
C 3.95 0.00 -0.30
H -4.12 1.07 -0.77
C 6.77 -0.80 2.10
C 0.44 1.36 2.14
H 9.56 2.40 5.03
H 0.92 3.99 -0.51
H 7.07 -0.70 6.28
C -1.72 -2.35 -0.28
C -5.02 3.62 1.40
H -2.35 6.44 -2.69
H -0.09 0.93 7.15
C -1.77 6.95 -1.91
H 2.33 5.36 -7.05
N 0.39 1.85 0.88
N -0.39 -2.22 -0.41
H -3.14 -6.02 0.19
H 2.86 -2.93 5.50
C 8.55 0.58 4.36
C -0.60 6.08 -1.43
C -1.41 0.44 -2.92
C 6.56 0.02 5.62
C -0.66 1.80 6.80
H -1.38 7.88 -2.33
H -6.09 3.40 1.45
H 0.38 -2.60 2.67
C 0.08 2.15 3.28
C 8.56 1.99 4.94
C 0.43 1.78 4.54
C 1.13 0.54 4.71
H 2.01 3.72 5.70
H 2.80 -2.10 1.99
C 6.46 0.07 3.13
H 2.08 2.24 6.68
H -1.59 1.44 6.36
H -0.43 3.08 3.09
H -5.71 1.32 -0.03
H 8.55 -3.72 -1.59
C 8.75 -1.99 -0.20
H 5.53 -0.33 5.52
C -0.23 -4.61 -0.39
F 5.12 1.82 3.97
C 0.13 2.63 5.77
C -2.38 -0.58 -3.47
H 0.67 6.74 -3.06
H -1.37 2.93 -6.81
O 2.00 -1.21 -2.21
C -2.92 3.39 0.06
C -0.52 2.79 0.50
O 3.78 -1.94 -3.41
H 3.98 -1.73 3.27
O 3.06 0.85 -0.32
H 1.99 3.38 -4.15
C -0.70 3.87 5.42
O -1.18 0.37 -1.70
H 6.21 1.31 7.34
H -4.28 1.04 0.99
N -2.22 -5.99 -0.20
H 9.22 -0.06 4.96
H 5.53 -2.52 -1.90
C 8.17 -2.73 -1.36
C -1.06 4.78 -0.78
H -3.16 5.12 -1.12
H 3.74 1.59 1.76
C -4.64 1.52 0.08
C -0.77 1.39 -3.80
C 4.61 0.94 1.86
C 1.07 0.06 2.34
H -6.18 3.22 -1.12
H -0.16 -2.33 4.34
H -2.28 -1.42 -0.25
C -1.96 2.60 0.84
C 2.39 -1.95 5.40
H -2.44 7.21 -1.08
H -0.41 7.09 0.49
H -0.25 5.26 -3.41
H -4.66 3.35 -2.03
C 6.55 1.38 6.31
H 0.41 -5.49 -0.46
C -5.16 3.62 -1.10
H 9.54 -2.45 0.38
H 7.85 -2.16 -2.22
H 8.80 -0.91 -0.28
C 1.46 -0.30 3.69
H 1.40 -3.22 -0.60
C 5.31 -1.78 -1.14
C 1.45 3.10 6.40
C 5.40 0.95 2.96
H 2.08 5.31 -5.29
C 0.30 5.80 -2.64
H 0.92 -3.70 3.96

No. 2
163
Properties=species:S:1:pos:R:3 method="wB97M-V/def2-TZVPD" largest_force_ev_per_a=3.9 lumo_energy_ev=-2.95 gap_ev=6.47 total_charge=+1
C 0.25 3.98 1.33
H 2.12 9.33 5.89
H -4.62 3.15 -7.42
C -4.08 0.25 5.88
H -4.67 0.52 5.02
C 3.38 7.94 4.78
C -0.48 1.19 -2.03
H -0.53 -1.98 -0.62
N -5.06 2.02 -4.40
C -3.87 -0.82 0.13
H -5.30 2.08 -3.43
C 0.22 2.93 0.12
C -3.95 -1.24 1.64
C 2.00 1.57 -3.58
H 8.47 3.00 -0.24
C -2.57 -1.09 2.38
H -1.41 -14.28 -2.10
H -0.92 2.76 -4.37
C -9.26 0.53 2.11
H -9.33 2.75 1.84
H -0.27 0.39 -4.11
H 3.85 -4.73 -0.26
H -1.31 5.69 2.93
C -4.65 0.88 -5.04
C -8.83 1.88 2.22
H 7.66 0.43 -0.61
C -2.43 0.45 7.37
H 3.78 6.52 3.26
H -1.37 0.04 -0.44
H 0.60 -6.41 2.17
H -3.32 0.92 -2.04
H -10.16 0.18 1.62
C -8.33 -0.25 2.74
H -1.13 3.84 -1.07
H 2.50 -3.28 -2.26
H 2.28 -9.33 -0.32
C -0.41 5.33 1.03
H -7.00 2.67 3.22
C -4.41 1.19 -6.35
H -4.94 -1.57 6.72
H -1.95 0.73 -3.67
H 2.84 -7.81 1.59
C 10.13 2.33 2.78
H 11.45 -0.64 2.27
H 0.22 8.56 4.12
H 2.41 -4.20 0.68
H -1.37 7.07 1.66
H -4.98 1.01 -0.26
C -0.95 1.94 0.47
H 4.29 2.87 -0.12
N -0.14 3.56 -1.16
H -2.94 -1.32 8.54
H -4.79 -0.76 2.17
C 0.18 -1.90 -2.75
C -4.19 -0.80 6.76
H -3.20 2.42 -1.11
C 1.82 7.31 3.32
H -1.56 0.90 7.83
C 2.19 -4.05 -1.51
H 12.27 1.92 2.64
C 3.47 -1.05 1.82
H -4.07 0.51 -7.11
C -1.07 6.04 1.92
C -0.07 2.66 -2.36
H -0.10 3.52 2.27
H -2.39 -2.04 2.92
H 1.03 -1.30 -3.14
S 1.88 2.13 0.13
H 4.95 0.49 -0.52
N 3.12 7.14 3.70
C -3.14 -0.67 7.70
N 9.04 1.50 2.69
C -5.10 3.06 -5.30
H -2.17 2.89 -3.13
C -0.47 -12.32 -2.23
H -0.34 5.79 0.02
N 5.24 2.58 -0.20
C 3.05 -3.97 -0.19
C 7.03 1.30 -0.45
H -6.55 0.27 3.75
H 1.33 4.21 1.51
C -1.47 1.09 -0.77
H 0.00 -4.28 -1.86
C 1.31 2.85 -3.09
H -1.68 -1.56 -3.82
C 3.74 -2.60 0.04
H 3.31 -1.06 2.92
C -1.95 -12.92 -3.80
C 9.45 0.22 2.47
C 10.82 0.22 2.43
C 2.24 8.62 5.09
C 0.37 -2.26 -1.22
N -0.60 -11.30 -3.14
H 0.42 -4.18 -0.12
H 0.48 4.36 -1.32
N 1.62 -8.69 0.09
C -2.97 1.33 -1.08
H -4.56 -0.05 -4.50
H -1.90 -1.29 -2.08
H -4.16 -2.33 1.61
H -5.40 4.04 -4.98
C -1.15 3.21 -3.38
N -3.00 1.00 6.25
H 3.22 -1.74 -0.42
H -4.78 -1.23 -0.36
H 8.08 1.80 2.77
F -0.41 6.37 -5.31
H -0.07 -9.12 -1.14
H 1.41 6.76 2.48
H 1.26 3.54 -3.95
C -0.89 5.08 -5.11
H 4.75 -2.65 -0.44
C -7.65 1.87 2.92
O 2.55 0.81 -2.91
N -7.36 0.57 3.23
C 0.72 -7.15 1.40
H -0.11 -10.42 -3.10
H -2.95 -1.28 -0.26
H 2.54 -0.69 1.33
H 6.21 4.47 0.05
C 1.87 -7.85 1.13
H 0.13 -2.80 -3.39
H -3.76 1.17 1.01
C -1.19 -1.14 -2.91
C -1.29 -13.34 -2.62
C -1.51 -11.66 -4.10
H 1.20 -1.63 -0.84
H -1.76 -10.99 -4.90
H -0.69 1.28 1.32
C 0.32 -8.54 -0.32
C 6.33 3.41 -0.11
H -1.71 -0.96 1.70
H 4.26 -0.29 1.60
H 8.74 -0.58 2.37
H 1.95 1.53 1.36
F -1.98 2.78 0.96
C -0.98 0.39 -3.26
H 2.24 -5.05 -1.98
C 1.24 8.22 4.16
H 2.04 3.33 -2.39
H -2.68 1.83 5.79
H -0.24 5.27 -3.07
H -2.67 -13.49 -4.37
H -2.05 5.21 -3.26
H -1.83 4.94 -5.68
H -2.56 -0.30 3.15
H -8.28 -1.32 2.88
H 4.36 7.96 5.23
C -0.26 -7.59 0.48
H 0.42 0.64 -1.67
H 0.20 -12.22 -1.38
O 3.84 -2.36 1.46
H 10.01 3.39 2.94
C -1.08 4.77 -3.59
C 11.25 1.56 2.62
H -0.15 4.39 -5.56
C 0.67 -3.80 -1.12
C 5.66 1.29 -0.41
C -4.70 2.58 -6.52
Br 2.01 1.17 -5.52
C -3.94 0.74 0.01
H -1.28 -7.25 0.41
C 7.46 2.64 -0.26

No. 3
167
Properties=species:S:1:pos:R:3 method="wB97M-V/def2-TZVPD" largest_force_ev_per_a=3.2 lumo_energy_ev=0.45 gap_ev=9.76 total_charge=0
H -3.57 -3.14 -2.77
C -0.75 -1.77 -6.24
H -0.09 2.52 -2.67
H 2.79 -0.73 -5.05
H -1.84 2.63 -1.10
C 1.08 0.23 -0.02
N -0.37 5.83 -6.87
H -4.12 -1.91 4.94
O -4.32 2.43 3.14
N -1.40 -0.85 -7.01
C -3.47 -1.98 -6.59
C 2.69 5.02 -1.80
C 0.83 -6.82 2.96
C 0.56 -1.20 -0.29
C -2.78 -2.85 -5.63
C -4.80 -2.61 4.48
C -2.75 -2.97 -2.07
H 1.39 -1.86 -0.55
H 2.19 5.97 -1.96
Br -3.45 -1.76 -0.68
O -0.72 -0.29 1.39
H -1.11 4.27 -5.73
H -3.11 -0.46 2.11
H -3.19 -0.18 -7.76
C 2.03 6.07 -6.98
C -0.59 -1.61 4.65
H 6.20 -0.96 -0.94
C -4.57 -2.78 2.97
H 1.73 -3.60 -2.84
C -0.45 6.33 2.15
H 4.65 -1.26 -2.74
H -1.20 -1.25 5.48
H -5.95 -4.35 2.27
H -3.09 2.76 -2.34
C 2.15 5.08 -5.99
H -5.49 0.17 2.08
C 0.87 -0.97 4.66
H -1.78 3.58 1.34
C 0.73 6.38 -7.39
H -2.86 -4.69 -0.60
H -1.08 -1.52 3.69
H -4.87 0.70 0.51
H 1.35 0.73 -0.95
H 1.87 -5.09 0.23
H 0.83 -3.49 3.44
H -1.22 -6.66 3.64
H 2.92 6.49 -7.43
H 6.75 -4.16 1.66
H 1.17 -0.38 3.79
H 0.24 1.58 1.46
H 0.33 -1.77 -6.36
C -1.39 -2.66 -5.44
H -3.24 -3.68 -5.11
C 1.88 3.01 4.99
N 0.00 -4.91 1.04
H 1.18 -7.48 3.74
H -2.15 2.01 -4.95
H 2.75 -6.66 1.99
C -2.73 -0.98 -7.20
H -1.83 -4.89 2.17
C -1.88 0.42 -3.48
H 0.11 6.64 1.27
H -2.36 6.99 2.89
C -4.78 0.84 1.59
C 3.84 -2.47 0.94
H -4.54 -2.09 -6.67
H 4.15 -4.20 2.12
O -0.37 -3.01 4.88
C 1.06 4.37 -5.54
C 6.03 -3.46 1.25
O 3.03 2.18 3.19
H 4.08 -3.38 -2.57
H -1.95 -2.48 -2.63
H 2.77 -2.33 1.06
C 3.97 2.63 -1.56
H 0.61 -1.76 1.71
H 1.57 3.94 5.46
C -3.35 0.61 2.06
H 1.07 -0.32 5.51
C -3.44 1.33 3.36
H -0.50 1.44 -4.89
H -2.27 4.21 2.93
H -4.99 -2.04 2.29
O -0.53 4.91 2.25
H -1.95 7.74 1.40
H -5.84 -2.31 4.59
C -0.20 4.76 -6.04
H -0.87 1.27 0.13
C 1.74 -6.27 2.06
C -1.88 6.79 1.93
H 3.90 2.99 5.82
O -5.03 -4.86 4.08
C 3.44 3.19 -0.39
C -0.09 0.83 0.74
H 2.15 -2.22 5.90
H 3.99 -3.63 -4.36
H 4.34 3.00 -3.69
H 3.22 4.12 3.66
H 2.89 1.74 6.45
H -1.18 3.73 -3.40
H 4.47 1.67 -1.51
H -0.14 -1.21 -1.12
C -2.20 -4.21 -1.32
H -1.05 -0.29 -3.52
H -2.32 5.58 0.17
H -2.76 0.08 -4.04
H -4.22 -4.70 2.17
H -3.52 -2.68 2.69
H 1.05 2.31 4.89
H 3.02 0.17 -3.53
H 2.72 -2.11 4.21
H 0.00 6.82 3.02
H 1.19 -4.33 4.97
H -1.28 -3.92 -0.83
C 4.45 -1.55 0.10
H 1.16 3.53 -4.87
C 4.00 3.39 -2.74
C 2.76 4.39 -0.51
C 2.21 -2.89 -3.53
H -2.58 1.16 1.53
C 0.96 -3.36 4.52
C -1.36 1.70 -4.27
C -4.99 -4.20 2.76
C 1.84 -2.17 4.86
C 3.57 1.49 4.34
H -3.61 5.72 1.22
H -2.45 1.68 3.67
H 5.07 -1.50 -4.38
H -5.14 -4.14 6.00
C -4.56 -4.01 5.09
H 1.80 -3.07 -4.52
H 1.65 3.76 3.02
C -0.15 -1.50 0.97
C -1.83 4.47 1.97
Br -1.73 -5.60 -2.62
C -1.07 2.69 -3.10
H -3.76 0.60 4.10
C -2.53 5.59 1.24
C 4.65 -3.46 1.50
O 1.87 -1.50 -3.28
H 3.10 0.50 4.32
C -0.45 -6.36 2.94
C -5.00 2.31 1.88
O -2.29 0.85 -2.17
C -2.15 2.28 -2.09
H 2.01 0.09 0.54
C 5.78 -1.65 -0.23
N 3.35 4.53 -2.90
H 4.65 1.46 4.28
C -0.84 -5.30 2.06
H -0.89 -2.30 0.96
C 4.25 -1.63 -3.68
N 6.59 -2.62 0.38
H 3.13 4.71 -5.73
H 0.53 7.18 -8.08
H 3.86 -0.75 -0.35
C 3.73 -2.98 -3.52
H 2.28 4.81 0.37
H -0.80 -3.31 -4.81
C 1.28 -5.38 1.09
H -3.51 -4.15 5.33
H -6.08 2.44 1.99
C 2.97 -0.82 -3.98
C 3.10 2.31 5.55
H -4.49 2.90 1.12
C 2.43 3.37 3.67
H 3.49 2.63 0.53